No. 1
A structure of composition C6H12ClGaIO2P at a distorted geometry, computed with ωB97M-V/def2-TZVPD.

The geometry in XYZ format:
```
24
Properties=species:S:1:pos:R:3:nbo_charge:R:1
C -2.47870 1.42012 -2.09492 -0.63
I -3.01406 1.04640 0.12877 0.44
H -1.41970 1.56117 -2.35377 0.23
H -3.05514 2.32478 -2.31583 0.28
H -2.91159 0.55427 -2.59975 0.27
Ga -0.51363 1.34173 -0.34724 0.91
P 0.52141 -0.74304 0.11108 0.93
C -0.38605 -1.73956 1.34008 -0.94
C 0.39467 -1.66009 -1.46097 -0.94
H 2.85192 -0.09734 0.03362 0.28
H 2.67047 -1.82637 0.45874 0.30
H 2.37701 -0.56320 1.68606 0.26
C 2.26576 -0.81492 0.62325 -0.95
H 1.03260 -1.18176 -2.21407 0.28
H 0.70800 -2.70735 -1.32460 0.28
H -0.17309 -2.80895 1.19211 0.29
H -1.46403 -1.56225 1.23041 0.26
H -0.64565 -1.63141 -1.80919 0.26
H -0.08999 -1.44779 2.35621 0.27
C -0.04749 1.63307 1.78955 -0.03
O -0.82353 1.53461 2.74067 -0.32
Cl 0.57082 3.00162 -1.22589 -0.37
O 2.34951 2.38437 2.15990 -0.18
C 1.28050 1.98188 1.89579 0.82
```

Calculated values
Charge = +2
Kohn-Sham gap = 6.80 eV
HOMO energy = -0.63302 Eh

No. 2
The molecule C3H2Cl4O at a distorted geometry, computed with ωB97M-V/def2-TZVPD.

The geometry in XYZ format:
```
10
Properties=species:S:1:pos:R:3:nbo_charge:R:1
O -0.72525 -0.13022 0.45345 -0.71
C 0.44805 0.13330 -0.19190 0.08
C 0.79507 -0.73431 -1.42305 -0.13
Cl 1.52215 0.08704 -2.78630 0.05
Cl -0.54841 -1.77386 -1.94418 0.01
C 1.53410 -1.03847 -0.12366 -0.20
Cl 1.11735 -2.48242 0.65815 0.09
Cl 3.21418 -0.69866 -0.04981 0.07
H -1.43822 -0.61039 0.04640 0.50
H 0.65493 1.26597 -0.18504 0.23
```

Calculated values
Charge = 0
Kohn-Sham gap = 10.54 eV
Energy relative to the best compared isomer or geometry (same formula, charge and spin) = 9.7 kcal/mol
Structure (SMILES) = OC1C(Cl)(Cl)C1(Cl)Cl
HOMO energy = -0.37132 Eh

No. 3
A cluster of 2 separate species, C9H10BrFN2O2 in total at a distorted geometry, computed with ωB97M-V/def2-TZVPD.

The geometry in XYZ format:
```
25
Properties=species:S:1:pos:R:3:nbo_charge:R:1
C -3.00937 0.62089 -0.52378 -0.34
C -2.65918 -1.77232 0.13870 -0.36
C -0.68873 -0.19920 -0.23345 0.11
C -1.67444 0.86143 -0.65907 0.19
C -1.34576 -1.48906 0.00923 0.53
C -3.49949 -0.63413 -0.06769 0.13
C 2.06236 -2.82897 -0.72465 1.15
C 3.56768 -3.43587 1.08838 -0.29
C -1.21441 2.08286 -1.25038 -0.28
N 0.60699 -0.12654 -0.14813 -0.45
N -0.07982 2.72116 -0.68888 -0.86
O 1.47738 -2.81167 -1.69580 -0.29
O 3.02820 -2.87936 -0.07901 -0.35
F -0.48326 -2.44669 0.17035 -0.28
Br -5.34334 -0.83049 -0.21329 0.36
H -3.72046 1.45694 -0.63040 0.28
H -3.00072 -2.73678 0.44814 0.29
H 2.96559 -3.19512 2.01244 0.25
H 4.56829 -3.04669 1.24669 0.27
H 3.65814 -4.54063 1.01791 0.26
H -1.08683 1.62337 -2.26173 0.26
H -2.17269 2.55306 -1.25194 0.21
H 0.96355 0.82928 -0.24076 0.41
H -0.19392 3.31160 0.08922 0.40
H 0.55484 3.18558 -1.30129 0.41
```

Calculated values
Charge = +2
Kohn-Sham gap = 6.41 eV
Energy relative to the best compared isomer or geometry (same formula, charge and spin) = 0.0 kcal/mol
HOMO energy = -0.59217 Eh

No. 4
The molecule C7H8O at a distorted geometry, computed with ωB97M-V/def2-TZVPD.

The geometry in XYZ format:
```
16
Properties=species:S:1:pos:R:3:nbo_charge:R:1
C 0.11883 -2.03113 -1.41908 -0.36
C 0.46094 -3.27515 -1.86348 0.19
C 1.03087 -1.67002 -0.38344 -0.06
C 2.01561 -2.75593 -0.33774 0.19
C 1.01865 -0.29083 0.29814 -0.51
C -0.01324 0.81443 0.03276 -0.09
C -0.63283 1.64559 1.02249 -0.68
O 1.58382 -3.68547 -1.23479 -0.46
H -0.76384 -1.36268 -1.69021 0.24
H -0.16613 -3.78020 -2.53800 0.21
H 1.20422 -0.28243 1.40840 0.23
H 1.98206 -0.00188 -0.20907 0.27
H -0.05211 1.30155 -0.94388 0.18
H -1.62669 1.33805 1.08584 0.23
H -0.64218 2.80689 0.69264 0.22
H -0.32082 1.52749 2.13234 0.22
```

Calculated values
Charge = 0
Kohn-Sham gap (spin up / spin down) = 9.03 / 6.10 eV
Energy relative to the best compared isomer or geometry (same formula, charge and spin) = 159.6 kcal/mol
HOMO energy (spin up / spin down) = -0.32251 / -0.28832 Eh